1.
Density functional theory data (ωB97M-V/def2-TZVPD) for a structure of composition C56H45CaN6O8PSe in a non-equilibrium geometry.

```
! wB97M-V def2-TZVPD RIJCOSX def2/J DEFGRID3
* xyz -2 1
Ca 1.12 0.31 -0.75
C 2.45 -0.68 -3.22
H 0.54 4.67 -3.13
O 1.79 5.66 5.69
O 3.25 4.01 5.76
C -4.99 -0.61 0.13
C -0.57 -0.59 1.81
C 0.58 -2.12 -3.61
C 0.09 2.81 -2.17
N 1.86 -5.13 2.09
P -2.86 1.19 0.06
C 2.22 4.66 5.18
H 5.15 -1.73 2.32
C -0.31 3.23 -4.49
Se 1.36 -4.07 -0.52
H 1.50 1.19 2.13
C 0.74 -4.43 2.67
H 0.88 5.95 3.30
H 2.77 -1.58 1.49
H 4.44 -7.12 1.94
H 4.75 -5.22 -0.75
H -3.12 -3.73 -1.19
C 7.26 -0.14 1.64
C -0.45 -3.13 -3.22
C -2.30 -5.16 -2.58
H -2.34 3.20 2.26
C 2.72 -6.01 2.74
H 3.57 3.31 5.19
C 0.14 3.67 -3.26
O 2.43 1.84 -1.59
H -3.11 -0.14 5.64
C 3.54 -0.87 1.19
C -2.99 3.02 0.22
H 0.36 -4.57 -4.55
C 4.01 -6.01 -0.62
C -3.05 0.10 4.59
C -2.86 0.72 1.85
H -3.40 3.25 -1.89
C -2.65 5.12 1.38
H -2.39 5.65 2.29
H -3.02 6.92 0.26
O 0.14 -1.32 2.50
C -0.81 1.15 -3.46
C -4.05 0.83 3.97
H 1.08 4.23 -0.83
H -3.52 5.69 -1.83
H -0.20 -4.93 2.41
N -0.37 1.56 -2.27
H 0.87 -4.40 3.75
H 2.08 -1.23 -6.55
H 0.24 -2.61 -5.68
H -1.92 -1.75 -0.67
C -5.60 1.44 -0.93
O 7.45 -0.82 2.67
C 4.01 1.03 -0.03
H 2.30 2.03 4.28
C 3.61 -6.44 1.83
H -1.21 1.56 -5.52
C 1.04 4.91 3.01
C -0.42 -4.38 -3.83
C 0.82 3.10 1.44
H -5.38 2.43 -1.29
H -1.25 -6.35 -4.03
C -3.95 1.13 2.63
C -1.44 -2.91 -2.24
C 1.40 2.24 2.37
C 2.74 -0.64 -4.58
C 0.57 3.27 -0.86
H -7.62 1.55 -1.65
C 1.32 -1.33 -2.68
H -1.18 -0.92 4.29
C -3.00 5.84 0.25
H 0.11 5.10 1.10
C 5.78 -0.03 1.19
C -2.64 3.73 1.37
C -0.82 1.95 -4.59
C -3.29 5.15 -0.92
C 2.20 -5.04 0.77
C 1.91 -1.30 -5.48
O -0.35 -0.25 0.60
H -4.91 1.17 4.54
H 0.70 -3.41 2.29
C -1.97 -0.34 3.84
H 3.59 -0.08 -4.94
C 0.86 -2.06 -4.99
H 4.51 -6.98 -0.62
H 2.63 -6.24 3.78
O 3.98 3.27 -0.83
C -4.64 0.69 -0.25
H 3.30 -5.94 -1.44
N 3.12 0.10 0.36
H 6.03 1.75 0.01
C -6.88 0.94 -1.14
N -1.57 -1.68 -1.61
O 8.08 0.48 0.92
H -0.27 3.88 -5.35
H -4.26 -1.23 0.63
C 5.34 0.99 0.35
C -1.32 -5.39 -3.53
C 1.85 2.73 3.58
H -4.75 1.70 2.16
C -1.85 -0.04 2.48
C -6.27 -1.11 -0.08
H 3.13 -0.16 -2.56
H -3.01 -5.94 -2.31
C -3.26 3.76 -0.94
C 1.70 4.08 3.91
H -6.51 -2.12 0.24
C -7.23 -0.33 -0.71
H -1.19 0.13 -3.49
N 3.29 -5.85 0.62
C 4.84 -0.95 1.63
C -2.36 -3.93 -1.94
N 0.41 2.58 0.20
H -8.23 -0.71 -0.86
H -0.72 -1.13 -1.63
C 3.45 2.16 -0.89
C 0.62 4.44 1.79
*
```

The calculation puts the molecular weight at 1080.022 g/mol. The calculation puts the total energy at -177204.078 eV.

***

2.
Density functional theory data (ωB97M-V/def2-TZVPD) for a structure of composition C56H45N8O8STl.

```
! wB97M-V def2-TZVPD RIJCOSX def2/J DEFGRID3
* xyz 0 1
C 2.21 -2.34 -0.27
C 4.11 0.99 3.43
H 3.71 2.23 -6.69
C 2.08 1.60 2.10
H 6.51 4.84 5.55
C 5.12 1.30 4.33
C 3.94 -0.28 -3.77
H 2.14 -4.91 1.60
H -5.27 3.40 5.44
C -4.09 2.28 4.05
H 2.63 -3.95 -3.09
C 0.57 0.37 -3.01
H 5.85 0.56 4.63
C -3.99 -0.56 -3.27
C 3.77 1.69 0.23
H -7.68 2.38 7.85
C 0.79 -4.05 3.09
C -5.51 -0.09 -5.09
H -4.07 -2.56 -2.49
O -6.59 1.30 6.55
H 1.61 -3.36 3.28
C 0.79 1.46 2.63
H 4.34 4.56 4.90
C -4.52 0.32 -4.21
C 2.37 1.03 -1.40
C 4.86 -0.35 -4.80
S -1.69 -2.67 0.34
C -1.60 -0.03 -2.84
H 1.10 1.94 4.80
H -7.36 3.22 6.32
H 4.61 2.03 0.81
H 6.40 0.98 -8.64
H -1.54 1.56 4.99
Tl -0.26 -0.09 0.06
C -7.48 -1.00 -6.83
H -1.92 -0.54 -5.01
C -3.29 0.12 -1.00
O -6.94 -1.89 -5.86
H -5.86 -0.84 5.44
N 1.64 1.04 -0.26
H -7.99 -0.16 -6.36
H -5.43 0.60 1.47
C 2.91 0.67 -3.78
H -6.07 3.06 7.54
N 1.18 -1.95 -0.99
C 6.33 4.08 6.31
C 2.85 1.56 -4.85
H -5.52 0.00 -1.14
C 3.17 1.96 3.06
C 1.11 -5.00 1.92
C -5.03 2.41 5.06
H 4.35 -3.03 0.98
H 5.65 -1.09 -4.80
C 5.63 1.29 -7.94
C 1.90 0.70 -2.68
C -4.42 -0.09 4.03
O 6.23 2.79 5.74
H 0.56 -4.60 4.01
N -0.34 1.12 1.93
C 2.45 1.43 0.76
C -2.91 -0.13 -2.33
C -5.35 0.03 5.04
C -4.65 0.17 -0.53
H -5.84 -3.30 -4.08
C -5.98 -1.40 -5.04
C 2.37 -3.37 -2.22
C 5.21 2.58 4.87
H -5.91 0.62 -5.80
H 0.60 -2.39 -2.88
C -1.40 1.14 2.78
H 2.55 3.98 3.31
H -8.19 -1.58 -7.41
C -1.24 -0.25 -4.22
N 0.20 -4.50 0.88
C -4.61 0.47 0.79
H 4.02 -0.97 -2.94
H -6.70 -0.63 -7.50
H -0.64 -2.44 3.00
H 0.90 -6.04 2.15
H -4.18 -1.07 3.62
C 4.28 3.55 4.50
C 0.10 0.01 -4.33
C 3.01 -3.25 -1.01
C 3.78 1.51 -5.89
C -5.46 -2.28 -4.10
H 5.81 2.32 -7.63
C -6.94 2.57 7.08
C -4.48 -1.87 -3.23
C -5.67 1.28 5.56
H 7.17 4.05 6.99
C 4.78 0.54 -5.87
C 2.27 -1.89 1.17
C -2.74 0.91 2.44
C -0.61 -3.53 1.31
H 4.04 -0.01 3.02
O 3.30 -2.15 1.83
C 0.42 1.67 4.01
O 4.89 -3.68 0.42
H 2.08 2.31 -4.86
O 1.23 -1.33 1.62
N 1.29 -2.57 -2.16
N -0.49 0.32 -2.14
N -2.45 0.40 0.04
H -3.59 3.16 3.66
H 0.16 -4.85 -0.06
C -3.76 1.04 3.52
C -0.92 1.48 4.10
C 3.27 3.23 3.60
H 5.42 4.34 6.87
C 3.72 1.44 -1.10
C 4.27 -3.99 -0.70
H 0.71 -0.04 -5.21
H 4.66 1.23 -8.43
O 4.71 -4.81 -1.48
H 4.52 1.54 -1.82
H -4.15 1.34 -4.25
C -3.21 0.60 1.15
O 5.71 0.40 -6.84
N -0.40 -3.33 2.61
*
```

The calculation puts the molecular weight at 1194.474 g/mol. The calculation puts the total energy at -102632.905 eV.

***

3.
Density functional theory data (ωB97M-V/def2-TZVPD) for a structure of composition C56H46AsFFeN5O8P2 in a non-equilibrium geometry.

```
! wB97M-V def2-TZVPD RIJCOSX def2/J DEFGRID3
* xyz 0 2
C 1.62 -1.15 -0.06
C -4.94 2.63 0.03
H -2.41 3.90 -4.71
H -3.60 5.59 -0.71
C 0.31 5.02 -2.27
O -2.01 2.93 -0.40
H 1.80 -5.16 -2.75
H 3.57 0.71 0.43
H -3.21 0.76 -1.24
C -1.54 -0.40 -1.94
C -1.21 5.56 -4.02
C -1.45 3.29 4.00
O 1.33 2.79 0.17
C 0.61 3.67 2.22
H 2.89 1.91 5.17
H 2.09 -0.78 -5.64
C -1.25 -1.70 1.50
H 2.16 -0.62 -0.84
H -2.84 -3.11 1.69
C -1.95 -2.70 2.15
C 3.35 0.26 -4.25
C 3.43 0.93 1.48
C -3.24 -2.59 -1.72
C 1.62 3.67 1.09
C 0.32 -1.62 3.32
O -6.69 0.80 -2.48
H 3.16 -6.57 -0.20
C 2.14 -0.23 -4.72
C 3.05 1.63 4.14
H -0.19 -6.60 -2.96
H -1.66 6.28 -4.70
P -0.51 1.10 -1.90
H 1.22 -1.24 3.78
C 4.28 1.86 3.53
C -2.86 -0.23 -1.52
H 2.27 1.84 -1.46
C 0.44 -4.64 0.31
Fe -0.38 1.91 0.31
C -1.53 -3.16 3.39
C -0.39 -2.63 3.97
H 1.05 0.91 3.90
H 0.10 6.99 -3.08
C -1.62 4.24 -4.05
H -1.79 -6.78 -1.08
C -0.23 5.97 -3.13
O -4.42 4.73 -2.76
H 5.80 -4.71 3.53
H -0.06 -1.83 -2.57
C 3.74 -6.15 0.61
H 0.61 -4.12 1.24
C -0.69 -5.43 0.18
C -0.12 -1.13 2.09
C 4.62 -4.27 1.80
C -1.36 2.56 2.83
C 4.35 -7.01 1.51
H 2.05 -2.60 1.52
C -2.16 4.15 -0.02
H 4.26 0.08 -4.82
N -4.53 3.72 -0.71
H 1.36 5.17 3.53
H -1.60 -1.35 0.54
C 5.10 -6.49 2.57
C -0.46 4.24 4.26
H 5.40 1.72 1.71
C -1.01 3.37 -3.14
C 0.58 4.44 3.37
H -1.39 -5.50 1.00
O -1.32 4.90 0.44
C 2.01 1.05 3.42
H 4.25 -8.08 1.40
As 3.06 -3.59 -0.60
C -0.02 -6.05 -2.04
C 0.98 0.01 -4.00
C -5.68 1.65 -0.50
C 3.40 1.00 -3.08
C 2.52 -2.16 0.64
C -2.31 1.52 2.27
H -1.55 -3.76 -2.36
H -0.04 -3.00 4.93
H -4.63 2.60 1.07
H 5.57 -7.16 3.28
C 1.10 -5.24 -1.92
O -3.35 1.26 2.83
H -4.73 -1.18 -1.09
C 1.03 0.72 -2.79
H 4.73 -3.20 1.93
C 2.20 0.68 2.09
P 0.83 0.05 1.08
H -3.94 4.91 0.88
H -0.52 4.83 5.17
C 5.22 -5.12 2.71
C -1.93 -2.77 -2.13
H -1.96 1.61 -3.70
H 0.03 -0.35 -4.38
C -1.08 -1.68 -2.25
C -3.60 4.67 -0.12
H -5.79 2.85 -3.54
H -2.08 -3.94 3.90
H -3.90 -3.45 -1.63
O -1.88 1.01 1.16
H 1.06 5.28 -1.53
F -6.09 0.62 0.24
C 1.35 -4.54 -0.74
N -0.34 2.77 2.01
H 3.44 -1.69 0.98
H -2.28 3.12 4.67
H 5.08 2.31 4.09
C -3.71 -1.32 -1.42
N -1.36 2.04 -3.02
C 4.46 1.52 2.20
N -5.57 2.78 -2.56
N -0.07 3.75 -2.29
C -4.80 3.82 -2.06
C 2.24 1.23 -2.35
H 4.34 1.41 -2.73
C -6.05 1.65 -1.90
H 0.78 -1.66 -0.54
C -0.91 -6.15 -0.99
O 2.58 4.41 1.11
C 3.86 -4.77 0.74
*
```

The calculation puts the molecular weight at 1128.724 g/mol. The calculation puts the total energy at -199175.439 eV.

***

4.
Density functional theory data (ωB97M-V/def2-TZVPD) for a structure of composition C56H46CaCl2N6P2S3Te in a non-equilibrium geometry.

```
! wB97M-V def2-TZVPD RIJCOSX def2/J DEFGRID3
* xyz -2 1
C 18.61 14.44 15.42
C 14.75 16.53 11.99
H 12.80 19.21 12.74
C 13.26 18.14 16.24
C 17.14 13.90 13.57
H 11.13 12.37 7.13
H 15.31 8.74 18.53
C 13.02 12.07 9.95
C 14.91 12.21 18.45
H 11.16 18.35 16.09
H 14.10 9.75 21.45
C 6.43 10.91 15.41
H 10.70 17.67 22.60
C 12.41 15.93 11.90
N 10.87 7.70 13.07
H 15.00 7.83 11.73
H 11.84 16.60 20.57
H 16.98 6.90 13.31
H 9.44 8.03 11.56
Cl 16.13 14.13 19.92
H 15.33 17.61 16.45
N 10.24 14.55 15.41
C 13.87 12.74 12.75
C 13.09 18.20 12.47
C 12.83 14.35 9.20
Cl 13.47 10.35 17.08
C 16.64 10.17 19.64
C 13.23 10.20 21.05
C 17.16 8.76 14.29
H 14.12 12.13 21.09
C 11.09 10.23 20.00
H 10.17 9.69 19.68
C 10.20 8.49 12.18
C 10.90 16.60 22.53
H 17.08 9.38 20.17
C 12.25 12.24 20.08
H 5.34 10.84 15.18
C 14.78 10.80 18.29
H 13.36 19.21 16.54
C 18.24 14.54 14.13
H 10.38 12.01 19.07
H 14.36 10.06 12.13
C 8.66 12.84 15.55
H 10.65 13.90 24.48
C 10.36 15.77 15.47
C 11.47 10.45 12.85
C 13.74 15.57 11.76
H 11.25 12.77 22.46
C 15.57 8.39 12.51
H 12.39 7.60 14.42
H 17.99 13.74 17.40
C 11.99 13.96 8.18
C 13.35 13.39 10.07
H 15.26 18.46 12.59
H 17.94 8.50 15.06
C 10.56 15.84 23.67
H 15.84 16.25 11.97
C 15.63 10.57 13.67
C 11.76 12.57 7.94
H 12.98 15.40 9.39
Ca 12.38 13.08 16.41
C 14.05 15.92 15.97
Te 11.76 12.54 13.13
N 11.60 14.41 18.47
C 10.52 9.81 12.00
C 15.59 9.81 18.73
C 16.62 7.92 13.31
C 11.82 8.25 13.80
C 16.84 11.48 19.90
P 14.81 12.18 14.16
H 9.57 16.45 15.28
H 12.98 10.11 14.38
C 14.32 17.28 16.29
C 17.77 13.80 16.28
S 12.47 14.02 19.76
C 13.27 11.57 20.81
H 16.98 10.56 15.34
C 11.15 11.54 19.68
H 14.78 15.08 15.92
C 11.73 16.34 15.73
C 16.66 13.15 15.81
C 15.21 9.71 12.68
C 12.20 9.63 13.77
C 14.39 17.80 12.43
C 11.17 13.86 22.37
N 14.00 13.05 18.06
C 16.65 10.01 14.47
H 17.54 11.89 20.67
S 9.45 11.68 16.38
H 18.88 14.91 13.31
C 11.99 17.67 15.88
H 13.31 11.31 10.71
H 16.02 12.79 16.62
S 6.96 12.57 14.82
C 12.27 11.65 8.86
H 12.07 10.61 8.70
C 16.13 12.47 19.19
H 10.18 16.29 24.61
H 11.65 14.70 7.45
H 10.04 10.47 11.23
H 11.66 15.23 11.71
H 6.71 10.71 16.49
C 16.32 13.23 14.49
C 11.48 16.02 21.38
H 11.05 17.47 12.32
C 10.81 14.50 23.59
H 12.06 8.45 20.58
C 11.57 14.61 21.29
H 10.65 14.29 18.67
N 8.94 14.04 15.12
H 16.85 13.89 12.56
C 12.06 9.54 20.66
H 19.53 14.96 15.79
C 12.14 17.23 12.31
H 6.92 10.03 15.04
N 12.84 15.49 15.67
P 14.43 13.84 11.43
*
```

The calculation puts the molecular weight at 1199.759 g/mol. The calculation puts the total energy at -169616.449 eV.

***

- Among the records above, which one has the highest molecular weight?
  C56H46CaCl2N6P2S3Te

***

- What is the formula in the first record?
  C56H45CaN6O8PSe